## 1
C4H5NS in the gas phase. Source: the Open Molecules 2025 dataset; level of theory: ωB97M-V with the def2-TZVPD basis set.

Structure (XYZ):
```
11
C4H5NS, DFT ωB97M-V with the def2-TZVPD basis set
C 1.99157 -0.12991 -0.37581
H 0.51270 -1.09519 1.14773
H -1.95066 0.71817 0.60994
N 0.06889 3.00320 -1.49673
H 3.01389 -0.06715 -0.26937
S -0.23887 1.93922 -0.54137
C 0.88306 -1.02664 0.07438
C 0.81763 0.42153 -0.37441
C -1.86061 1.39517 -0.24558
H 0.75594 -1.94519 -0.59055
H -2.64126 2.17320 -0.20398
```

HOMO level (alpha / beta): -9.03 / -8.74 eV
E_LUMO (alpha / beta): -0.84 / -1.04 eV
2S+1: 1
Structure (SMILES): C=S(#N)C1=CC1
Orbital gap (alpha / beta): 8.199 / 7.698 eV

## 2
C4H5NS in the gas phase. Source: the Open Molecules 2025 dataset; level of theory: ωB97M-V with the def2-TZVPD basis set.

Structure (XYZ):
```
11
C4H5NS, DFT ωB97M-V with the def2-TZVPD basis set
N 0.90538 -1.48691 0.26178
S 1.77351 -0.09954 0.11914
H -1.25008 -1.51280 0.30111
C -0.11608 0.39702 -0.26485
H 0.78556 1.99120 1.15960
H 0.02594 0.37339 1.91908
C 0.89236 0.88009 -1.28888
C 0.52362 0.90477 1.01515
H 0.76267 0.15284 -2.19033
C -0.44734 -1.08686 -0.32360
H -0.61298 -1.24967 -1.39646
```

HOMO level (alpha / beta): -8.25 / -8.25 eV
E_LUMO (alpha / beta): -0.81 / -0.81 eV
2S+1: 1
Structure (SMILES): C1=[S@@]23=NC[C@]12C3
Orbital gap (alpha / beta): 7.445 / 7.444 eV

## 3
C4H5NS in the gas phase. Source: the Open Molecules 2025 dataset; level of theory: ωB97M-V with the def2-TZVPD basis set.

Structure (XYZ):
```
11
C4H5NS, DFT ωB97M-V with the def2-TZVPD basis set
H -0.76264 -0.88590 -1.19809
C -1.57836 0.11460 0.51533
C 0.94799 -0.81939 -0.04983
H -1.28963 0.41949 1.57642
H 1.01546 -1.17786 1.03294
C -0.90349 1.11282 -0.72306
C -0.31820 -0.27021 -0.48305
N -2.17066 1.03006 -0.30339
H 1.21479 -1.54424 -0.84731
S 2.27140 0.50506 -0.08336
H 1.57333 1.51556 0.56339
```

HOMO level (alpha / beta): -8.98 / -8.98 eV
E_LUMO (alpha / beta): -0.06 / -0.06 eV
2S+1: 1
Structure (SMILES): SC[C@@H]1C2=N[C@H]21
Orbital gap (alpha / beta): 8.920 / 8.921 eV

Stability verdict: 3, ahead by 40.7 kcal/mol

## 1
C4H5NS in the gas phase. Source: the Open Molecules 2025 dataset; level of theory: ωB97M-V with the def2-TZVPD basis set.

Structure (XYZ):
```
11
C4H5NS, DFT ωB97M-V with the def2-TZVPD basis set
H -1.01767 1.05478 0.20429
C 2.72877 0.47706 0.28056
C -2.36224 -1.64829 0.69917
H -1.68349 0.77915 -1.40091
S 0.63622 0.30836 -1.20864
H -3.42845 -2.06674 1.29404
H 3.36850 0.54913 -0.75844
H 3.15287 0.70618 1.23106
N 1.39101 0.54267 0.32721
C -1.64497 -0.99142 -0.15494
C -1.14056 0.28912 -0.51341
```

HOMO level: -8.71 eV
E_LUMO: 0.66 eV
2S+1: 1
Structure (SMILES): C#CCSN=C
Orbital gap: 9.366 eV

## 2
C4H5NS in the gas phase. Source: the Open Molecules 2025 dataset; level of theory: ωB97M-V with the def2-TZVPD basis set.

Structure (XYZ):
```
11
C4H5NS, DFT ωB97M-V with the def2-TZVPD basis set
C 2.69323 0.57209 -0.41399
C 1.45245 0.48910 -0.12036
S -2.24952 -0.00976 -0.85995
H -3.43509 -1.03811 0.79326
H 3.33585 -0.32222 -0.48408
H 3.34180 1.36442 -0.54585
C 0.12664 0.41233 -0.00746
N -0.73645 0.35719 -1.04362
H -1.76414 -1.12313 1.27075
C -2.46906 -0.98622 0.42761
H -0.29572 0.28430 0.98367
```

HOMO level (alpha / beta): -7.85 / -7.86 eV
E_LUMO (alpha / beta): -0.55 / -0.55 eV
2S+1: 1
Orbital gap (alpha / beta): 7.298 / 7.305 eV

Stability verdict: 2, ahead by 19.2 kcal/mol

## 1
A molecular structure, C2H8N4O2. Source: the Open Molecules 2025 dataset; level of theory: ωB97M-V with the def2-TZVPD basis set.

Structure (XYZ):
```
16
C2H8N4O2, DFT ωB97M-V with the def2-TZVPD basis set
N 1.29718 -1.44871 -0.36527
H 0.83940 1.64338 0.87627
C -0.03494 -0.96920 -0.14338
O -2.30488 -1.54554 0.11076
N -0.47012 0.44546 -0.20599
H 1.21240 -2.38023 -0.52453
N -0.94279 -1.94552 -0.11413
O 2.28925 -0.97211 0.67376
H 2.85890 -0.27282 0.25988
H -1.98966 -0.62014 0.76988
H -2.85338 0.84743 -0.64802
H 1.77269 0.77447 -0.69479
H -1.43837 1.98971 1.10008
C 0.76070 1.38555 -0.30312
H 0.59030 2.27185 -1.22930
N -1.58668 0.79644 0.43790
```

HOMO level: -7.98 eV
E_LUMO: -0.74 eV
2S+1: 1
Orbital gap: 7.243 eV

## 2
2 unconnected molecules or ions with the total composition C2H8N4O2. Source: the Open Molecules 2025 dataset; level of theory: ωB97M-V with the def2-TZVPD basis set.

Structure (XYZ):
```
16
C2H8N4O2, DFT ωB97M-V with the def2-TZVPD basis set
H 0.34617 0.99675 -1.64062
N 0.97520 -0.72181 0.05908
C -0.93634 -2.19124 0.32117
H 2.59609 -0.06130 -1.02017
H -0.67604 -2.51525 -0.68722
H -1.21612 1.49916 -1.43343
N -0.24825 1.65647 -1.14896
H -0.29382 -0.58491 1.71339
O 2.67646 0.61561 -0.32018
H -0.78145 -3.02681 1.01310
H -0.89581 3.16604 0.44190
O -0.96951 2.29746 0.87932
N 1.59805 0.34175 0.52181
H -1.99922 -1.93795 0.36212
C -0.11483 -1.01847 0.72972
N -0.06059 1.48448 0.20897
```

HOMO level (alpha / beta): -8.33 / -7.77 eV
E_LUMO (alpha / beta): -0.10 / 0.54 eV
2S+1: 1
Orbital gap (alpha / beta): 8.228 / 8.310 eV

## 3
2 unconnected molecules or ions with the total composition C2H8N4O2. Source: the Open Molecules 2025 dataset; level of theory: ωB97M-V with the def2-TZVPD basis set.

Structure (XYZ):
```
16
C2H8N4O2, DFT ωB97M-V with the def2-TZVPD basis set
H -1.46765 2.08021 -0.39202
H -1.43131 2.11210 1.33276
O -1.88830 -2.72994 -1.04897
N 0.37398 -2.51089 -0.95415
H 0.20833 -2.41102 -1.98798
C -0.91034 -2.44299 -0.41280
N -0.90668 2.02655 0.42959
H 0.66181 1.26362 2.36234
H 1.08525 -1.86804 -0.68576
O -0.95796 -2.22639 0.98265
H 0.80355 2.67558 -1.27215
C 0.38548 1.55332 0.42635
N 1.00738 1.77233 -0.83353
H -0.02788 -2.01687 1.22988
H 2.00169 1.66386 -0.60386
N 1.06266 1.05855 1.42766
```

HOMO level: -9.22 eV
E_LUMO: 0.55 eV
2S+1: 1
Structure (SMILES): N=C(N)N.NC(=O)O
Orbital gap: 9.778 eV

Stability verdict: 3, ahead by 186.5 kcal/mol

## 1
A gas-phase ion, C5H11N (charge -1). Source: the Open Molecules 2025 dataset; level of theory: ωB97M-V with the def2-TZVPD basis set.

Structure (XYZ):
```
17
C5H11N, DFT ωB97M-V with the def2-TZVPD basis set
C 0.39777 0.20891 0.49559
H -1.07843 2.75876 -0.99370
H 2.16492 -0.93487 -0.18960
C 1.60132 -0.56600 0.67015
H -1.72364 -2.61477 0.47778
H -1.83936 -1.40038 -0.84747
H -0.12622 -1.37238 1.47799
H -0.83848 0.94692 -0.57860
C 0.26327 0.88562 -0.93715
H -0.25666 -2.12753 -0.48515
H 0.67990 3.08713 -1.19509
H 0.98398 0.36024 -1.54742
N -0.83659 -0.80396 0.99527
H 0.10419 0.98179 1.23031
C -1.21499 -1.81110 -0.04902
H 2.26391 -0.56834 1.53672
C -0.08993 2.33048 -1.04589
```

HOMO level (alpha / beta): -1.34 / -1.03 eV
E_LUMO (alpha / beta): 4.35 / 3.82 eV
Charge: -1
2S+1: 2
Orbital gap (alpha / beta): 5.685 / 4.850 eV
<S²>: 0.761

## 2
2 unconnected molecules or ions with the total composition C5H11N. Source: the Open Molecules 2025 dataset; level of theory: ωB97M-V with the def2-TZVPD basis set.

Structure (XYZ):
```
17
C5H11N, DFT ωB97M-V with the def2-TZVPD basis set
H 3.23345 -0.43840 -0.66562
H -0.90084 -0.36177 1.59400
N 2.93278 0.18704 0.09006
C -1.45975 -0.07595 -0.50450
H -1.01905 -1.86150 0.72475
H -2.06207 2.11665 -0.65906
H -0.71054 0.04318 -1.27803
H -2.40821 1.40995 0.94467
H -2.32965 -0.59771 -0.93056
H -0.75366 1.60115 0.33227
H 1.44293 -1.73225 0.52782
H 0.74019 -1.41994 -1.41832
H 3.36299 1.06613 -0.16976
C 1.54163 0.35100 0.29545
C -0.67418 -0.83070 0.64313
C -1.78281 1.34845 0.05801
C 0.84681 -0.80532 0.41570
```

HOMO level (alpha / beta): -1.68 / -2.27 eV
E_LUMO (alpha / beta): 4.47 / 4.45 eV
Charge: -1
2S+1: 2
Orbital gap (alpha / beta): 6.153 / 6.719 eV
<S²>: 0.765

Stability verdict: 2, ahead by 56.0 kcal/mol

## 1
2 unconnected molecules or ions with the total composition CH2ClO2P. Source: the Open Molecules 2025 dataset; level of theory: ωB97M-V with the def2-TZVPD basis set.

Structure (XYZ):
```
7
CH2ClO2P, DFT ωB97M-V with the def2-TZVPD basis set
Cl 1.16416 0.35743 -1.43794
O -2.57445 -1.73741 -0.05099
H 0.96459 1.69566 0.53910
O -0.99865 0.10229 0.52591
P -1.29027 -1.05179 -0.40351
H 1.48735 -0.10924 0.72478
C 1.24727 0.74306 0.10266
```

HOMO level (alpha / beta): -8.98 / -8.98 eV
E_LUMO (alpha / beta): -2.73 / -2.73 eV
2S+1: 1
Orbital gap (alpha / beta): 6.247 / 6.249 eV

## 2
CH2ClO2P in the gas phase. Source: the Open Molecules 2025 dataset; level of theory: ωB97M-V with the def2-TZVPD basis set.

Structure (XYZ):
```
7
CH2ClO2P, DFT ωB97M-V with the def2-TZVPD basis set
P 1.57721 -0.19957 -0.02895
Cl -2.46779 -1.02009 -0.66419
C -1.20138 -0.07149 -0.24928
O -1.16092 1.10688 -0.21446
H 1.28585 1.12736 -0.27064
O -0.00342 -0.89473 0.03823
H 1.97045 -0.04836 1.38929
```

HOMO level: -9.72 eV
E_LUMO: 0.53 eV
2S+1: 1
Structure (SMILES): O=C(Cl)OP
Orbital gap: 10.243 eV

Stability verdict: 2, ahead by 42.9 kcal/mol

## 1
A molecular structure, C4H8INO4. Source: the Open Molecules 2025 dataset; level of theory: ωB97M-V with the def2-TZVPD basis set.

Structure (XYZ):
```
18
C4H8INO4, DFT ωB97M-V with the def2-TZVPD basis set
H -1.89641 -0.67764 2.48092
N -2.45110 -2.57565 -1.48787
O 0.21236 -0.87578 2.34788
H -0.62901 -0.64030 -2.08364
H 1.52505 0.19784 0.82241
O -0.53602 0.31423 -1.76654
C 1.36297 0.27145 -0.19327
H 1.83317 -0.68127 -0.54469
O -1.66906 -2.77724 -2.35010
H 1.78620 1.08523 -0.67521
H 0.52551 0.03203 2.27573
H -1.10706 -2.14554 1.59193
C -1.26904 -0.39060 0.37390
H -0.47052 1.41891 -0.03250
O -2.16593 -1.82212 -0.50283
I -3.01031 0.83985 0.13613
C -1.06027 -1.00715 1.76447
C -0.13842 0.39715 -0.37590
```

HOMO level (alpha / beta): -9.36 / -9.35 eV
E_LUMO (alpha / beta): -0.92 / -0.92 eV
2S+1: 1
Orbital gap (alpha / beta): 8.433 / 8.431 eV

## 2
C4H8INO4 in the gas phase. Source: the Open Molecules 2025 dataset; level of theory: ωB97M-V with the def2-TZVPD basis set.

Structure (XYZ):
```
18
C4H8INO4, DFT ωB97M-V with the def2-TZVPD basis set
C 0.19993 0.94662 -0.15028
H 0.65934 -0.57315 1.30914
C -0.89854 -1.32676 -0.85537
O 1.35173 1.65023 -0.39136
H -1.10532 -2.02941 -1.63326
H 0.39748 1.09226 2.12886
H -0.69844 1.72383 -0.33837
H -0.38897 -1.95115 -0.06349
O 2.32599 -0.34809 -2.02393
O -2.14838 -0.82159 -0.40069
O 1.86773 -1.66965 -0.38892
I -0.10064 0.63363 -3.22753
H 1.17025 2.19171 -1.24701
C 0.05615 -0.19338 -1.19088
N 1.64014 -0.83910 -1.19300
H -2.51098 -0.06920 -0.77323
H -0.99382 0.02040 1.42267
C 0.07518 0.35725 1.30535
```

HOMO level: -9.94 eV
E_LUMO: -0.16 eV
2S+1: 1
Structure (SMILES): C[C@@H](O)[C@](I)(CO)[N+](=O)[O-]
Orbital gap: 9.774 eV

Stability verdict: 2, ahead by 45.9 kcal/mol

## 1
CH5BrP2 in the gas phase. Source: the Open Molecules 2025 dataset; level of theory: ωB97M-V with the def2-TZVPD basis set.

Structure (XYZ):
```
9
CH5BrP2, DFT ωB97M-V with the def2-TZVPD basis set
H -1.34337 -0.39138 1.00031
H 0.37894 -1.37173 -1.89321
P -0.29361 0.22110 0.23079
Br 1.64034 2.64872 0.14473
H -0.41487 -3.12582 -0.62996
H 1.14760 1.27351 2.05954
H -0.68243 1.10237 -0.78930
P -0.87896 -1.87408 -1.32049
C 0.44634 1.51732 1.19759
```

HOMO level (alpha / beta): -8.15 / -7.92 eV
E_LUMO (alpha / beta): -1.24 / -0.98 eV
2S+1: 1
Structure (SMILES): P[PH2]=CBr
Orbital gap (alpha / beta): 6.913 / 6.941 eV

## 2
2 unconnected molecules or ions with the total composition CH5BrP2. Source: the Open Molecules 2025 dataset; level of theory: ωB97M-V with the def2-TZVPD basis set.

Structure (XYZ):
```
9
CH5BrP2, DFT ωB97M-V with the def2-TZVPD basis set
H -0.52571 -2.52179 -0.04892
H 1.12582 2.28591 0.65107
P 0.49951 -1.68215 -0.03214
H -0.42159 -0.02423 1.68535
C -0.32352 -0.25856 0.68720
H 0.06221 -1.57177 -1.31509
H 0.31872 1.95711 -1.15056
P 1.37734 1.49183 -0.41527
Br -2.11277 0.32365 -0.06164
```

HOMO level: -8.83 eV
E_LUMO: -1.05 eV
2S+1: 1
Orbital gap: 7.788 eV

Stability verdict: 2, ahead by 15.1 kcal/mol

## 1
CH4N2OS2 in the gas phase. Source: the Open Molecules 2025 dataset; level of theory: ωB97M-V with the def2-TZVPD basis set.

Structure (XYZ):
```
10
CH4N2OS2, DFT ωB97M-V with the def2-TZVPD basis set
S 0.70587 -1.57614 -0.41526
H 2.90253 -1.27838 -1.11080
H 1.70383 -0.17156 -1.83052
N 2.07560 -0.68727 -1.02670
H -2.80112 1.02303 0.67676
N -2.68083 0.41381 1.40700
S -1.90188 -1.00643 0.97187
H -2.14604 0.76883 2.14791
C -0.06206 -0.15162 0.26130
O 0.20781 0.98752 0.24247
```

HOMO level: -8.82 eV
E_LUMO: 0.19 eV
2S+1: 1
Structure (SMILES): NSC(=O)SN
Orbital gap: 9.010 eV

## 2
CH4N2OS2 in the gas phase. Source: the Open Molecules 2025 dataset; level of theory: ωB97M-V with the def2-TZVPD basis set.

Structure (XYZ):
```
10
CH4N2OS2, DFT ωB97M-V with the def2-TZVPD basis set
H -3.20400 0.85371 -0.65549
S 2.17561 0.42032 -0.32687
H 2.55320 -0.71871 1.48124
H 2.68471 -1.79925 0.19206
O -1.42035 -1.16816 -0.98825
C -1.37904 -0.08754 -0.46711
H -2.18592 1.84933 0.15524
N 2.87753 -0.82964 0.46261
N -2.29399 0.91442 -0.31202
S 0.19222 0.56553 0.45859
```

HOMO level: -8.86 eV
E_LUMO: 0.32 eV
2S+1: 1
Structure (SMILES): NSSC(N)=O
Orbital gap: 9.182 eV

Stability verdict: 2, ahead by 25.0 kcal/mol